No. 1
Density functional theory data (the ωB97M-V functional and the def2-TZVPD basis) for C23H28N4O6 as an isolated structure in a non-equilibrium geometry.

```
! RIJCOSX wB97M-V def2-TZVPD def2/J DEFGRID3
* xyz 0 1
C 6.1934 1.0648 0.3772
H 7.0041 0.6269 0.9937
H 6.4720 2.2276 0.1486
H 6.2901 0.5503 -0.7095
O 4.8757 0.6479 0.6772
C 3.7813 1.3431 0.2594
O 3.8845 2.0563 -0.5598
C 2.4924 1.0755 0.6458
C 1.3478 1.7803 0.2173
C 0.1590 1.3163 0.6685
C -0.0774 0.5110 1.6064
C 0.9883 -0.2478 1.9823
C 2.3865 -0.1753 1.5552
H 3.2563 -0.4310 2.0615
H 0.9492 -1.1644 2.6642
H -1.0724 -0.0259 2.0324
N -0.9978 1.8700 0.2748
C -1.3669 2.3888 -0.9685
O -2.2584 3.1476 -1.3393
C -0.4400 2.1340 -2.0943
H 0.5975 2.0880 -2.0458
C -0.9177 0.8130 -2.6382
C -0.3601 -0.2644 -1.7966
O -1.1627 -0.8730 -0.8925
N 0.9705 -0.4959 -2.1933
C 1.7513 -1.5325 -1.1688
N 2.9903 -1.7622 -1.2068
O 3.4205 -2.3708 -0.3652
C 2.2317 -3.1340 0.3570
C 1.2097 -2.5574 -0.1712
H 0.1660 -2.6104 -0.0553
C 2.4985 -4.1959 1.1172
H 1.6056 -4.4879 1.6349
H 3.1020 -3.9207 2.0520
H 3.0428 -5.0636 0.7959
H 1.6000 0.0768 -2.5360
H -1.8559 0.6750 -3.0870
H -0.3295 0.6085 -3.5030
H -0.6107 2.8932 -2.9554
C -2.1395 2.4818 1.3340
H -1.4403 2.4674 2.3495
H -2.6690 3.3462 1.1657
C -3.2413 1.2914 1.5248
O -3.9489 1.3680 2.4566
N -3.3304 0.3622 0.5744
H -2.3739 0.0799 -0.0844
C -4.1873 -0.8056 0.7807
C -4.9561 -0.9037 -0.5308
H -4.5568 -0.0647 -1.4320
H -6.2213 -0.2883 -0.3883
C -5.0760 -2.1798 -1.0329
H -5.9090 -2.7030 -0.5546
H -5.0120 -2.2909 -2.1616
C -3.7137 -2.8476 -0.3461
H -2.8375 -2.4924 -0.9530
H -3.7142 -3.7558 -0.1830
C -3.7087 -2.1703 0.8613
H -2.7418 -2.0588 1.3522
H -4.2592 -2.5642 1.6733
H -4.7394 -0.4126 1.8823
H 1.6396 2.5487 -0.3951
*
```

The energy above the lowest of the compared OMol25 structures with the same formula, charge and spin comes out at 18.6462 eV. The calculation puts the LUMO energy at -0.10 eV. The HOMO energy comes out at -8.757 eV. As for the HOMO-LUMO gap: 8.66 eV.

---

No. 2
Density functional theory data (the ωB97M-V functional and the def2-TZVPD basis) for a 3-piece molecular cluster, CH9N4 overall in a non-equilibrium geometry.

```
! RIJCOSX wB97M-V def2-TZVPD def2/J DEFGRID3
* xyz 1 3
C 0.2555 -1.7605 0.7727
N 2.0074 -0.1386 1.4742
N -1.5294 1.7413 -1.0936
N -0.2060 -1.6360 -0.3150
N -0.8791 -1.1183 -1.2580
H 0.6909 -1.9432 1.7284
H 1.8639 0.7914 1.1809
H 3.0344 -0.3767 1.2946
H -1.2878 2.2003 -1.9613
H -0.8382 2.0789 -0.4343
H -2.4685 2.0681 -0.8664
H 1.9131 -0.0603 2.4399
H -1.1628 -0.1053 -1.1527
H -1.3932 -1.7411 -1.8093
*
```

The energy above the lowest of the compared OMol25 structures with the same formula, charge and spin comes out at 1.0789 eV. As for the expectation value of S²: 2.011. The calculation puts the LUMO energy (alpha / beta) at -2.86 / -7.46 eV. The HOMO energy (alpha / beta) comes out at -10.736 / -14.549 eV. As for the HOMO-LUMO gap (alpha / beta): 7.87 / 7.09 eV.

---

No. 3
Density functional theory data (the ωB97M-V functional and the def2-TZVPD basis) for a 2-piece molecular cluster, C3H7NO2 overall in a non-equilibrium geometry.

```
! RIJCOSX wB97M-V def2-TZVPD def2/J DEFGRID3
* xyz 0 1
C 0.8856 1.1826 -2.3170
C 1.9455 1.6602 -1.3023
O 2.1708 2.8355 -1.2793
H 0.5849 0.1393 -2.2519
H 0.1591 1.9955 -2.2713
H 1.3150 1.3084 -3.3191
H 2.3683 0.8245 -0.7127
N -0.8865 -2.6522 1.5715
C -1.5312 -1.4399 1.4776
O -2.5492 -1.2217 2.0728
H -0.0152 -3.0065 1.2254
H -1.5307 -3.4068 1.7686
H -0.7527 -0.6971 1.2046
*
```

The energy above the lowest of the compared OMol25 structures with the same formula, charge and spin comes out at 1.9992 eV. The calculation puts the LUMO energy at 0.55 eV. The HOMO energy comes out at -10.057 eV. As for the HOMO-LUMO gap: 10.60 eV.

---

No. 4
Density functional theory data (the ωB97M-V functional and the def2-TZVPD basis) for a 3-piece molecular cluster, C4H13N2O overall in a non-equilibrium geometry.

```
! RIJCOSX wB97M-V def2-TZVPD def2/J DEFGRID3
* xyz 2 2
C 1.2239 -0.4261 -0.2453
C -0.0910 -1.1341 0.0953
C -1.1115 -0.0769 0.5116
C -2.0826 -0.1527 1.3985
N -4.2016 0.8687 -0.6270
N 0.8016 0.6569 -1.1628
H 1.7936 -0.0310 0.6003
H 1.9157 -1.0072 -0.8809
H -0.4657 -1.5916 -0.8254
H -0.0342 -1.8733 0.8981
H -2.2849 -0.9299 2.1316
H -2.6780 0.7405 1.6079
H -3.9370 0.9401 -1.6245
H -3.6299 0.0933 -0.2105
H -0.1602 0.9904 -0.7746
H 1.4526 1.4461 -1.2529
H -5.1902 0.5605 -0.6184
H 6.0713 0.9458 0.7660
H 6.7317 -0.1838 -0.0315
O 5.8765 0.1643 0.2446
*
```

The energy above the lowest of the compared OMol25 structures with the same formula, charge and spin comes out at 8.6317 eV. As for the expectation value of S²: 0.770. The calculation puts the LUMO energy (alpha / beta) at -13.32 / -13.71 eV. The HOMO energy (alpha / beta) comes out at -16.283 / -16.263 eV. As for the HOMO-LUMO gap (alpha / beta): 2.96 / 2.55 eV.

---

Please write out number 1 again, unchanged.
Density functional theory data (the ωB97M-V functional and the def2-TZVPD basis) for C23H28N4O6 as an isolated structure in a non-equilibrium geometry.

```
! RIJCOSX wB97M-V def2-TZVPD def2/J DEFGRID3
* xyz 0 1
C 6.1934 1.0648 0.3772
H 7.0041 0.6269 0.9937
H 6.4720 2.2276 0.1486
H 6.2901 0.5503 -0.7095
O 4.8757 0.6479 0.6772
C 3.7813 1.3431 0.2594
O 3.8845 2.0563 -0.5598
C 2.4924 1.0755 0.6458
C 1.3478 1.7803 0.2173
C 0.1590 1.3163 0.6685
C -0.0774 0.5110 1.6064
C 0.9883 -0.2478 1.9823
C 2.3865 -0.1753 1.5552
H 3.2563 -0.4310 2.0615
H 0.9492 -1.1644 2.6642
H -1.0724 -0.0259 2.0324
N -0.9978 1.8700 0.2748
C -1.3669 2.3888 -0.9685
O -2.2584 3.1476 -1.3393
C -0.4400 2.1340 -2.0943
H 0.5975 2.0880 -2.0458
C -0.9177 0.8130 -2.6382
C -0.3601 -0.2644 -1.7966
O -1.1627 -0.8730 -0.8925
N 0.9705 -0.4959 -2.1933
C 1.7513 -1.5325 -1.1688
N 2.9903 -1.7622 -1.2068
O 3.4205 -2.3708 -0.3652
C 2.2317 -3.1340 0.3570
C 1.2097 -2.5574 -0.1712
H 0.1660 -2.6104 -0.0553
C 2.4985 -4.1959 1.1172
H 1.6056 -4.4879 1.6349
H 3.1020 -3.9207 2.0520
H 3.0428 -5.0636 0.7959
H 1.6000 0.0768 -2.5360
H -1.8559 0.6750 -3.0870
H -0.3295 0.6085 -3.5030
H -0.6107 2.8932 -2.9554
C -2.1395 2.4818 1.3340
H -1.4403 2.4674 2.3495
H -2.6690 3.3462 1.1657
C -3.2413 1.2914 1.5248
O -3.9489 1.3680 2.4566
N -3.3304 0.3622 0.5744
H -2.3739 0.0799 -0.0844
C -4.1873 -0.8056 0.7807
C -4.9561 -0.9037 -0.5308
H -4.5568 -0.0647 -1.4320
H -6.2213 -0.2883 -0.3883
C -5.0760 -2.1798 -1.0329
H -5.9090 -2.7030 -0.5546
H -5.0120 -2.2909 -2.1616
C -3.7137 -2.8476 -0.3461
H -2.8375 -2.4924 -0.9530
H -3.7142 -3.7558 -0.1830
C -3.7087 -2.1703 0.8613
H -2.7418 -2.0588 1.3522
H -4.2592 -2.5642 1.6733
H -4.7394 -0.4126 1.8823
H 1.6396 2.5487 -0.3951
*
```

The energy above the lowest of the compared OMol25 structures with the same formula, charge and spin comes out at 18.6462 eV. The calculation puts the LUMO energy at -0.10 eV. The HOMO energy comes out at -8.757 eV. As for the HOMO-LUMO gap: 8.66 eV.